# 1
This record from the OMol25 dataset describes C27H41BrN2OS2SbSc as an isolated structure. The level of theory is ωB97M-V with the def2-TZVPD basis set.

The geometry in XYZ format:
```
76
Properties=species:S:1:pos:R:3:mulliken_charge:R:1
Sc 1.068 -0.398 0.257 -0.104
C -6.623 -0.247 1.052 -1.635
C -6.107 -1.029 -0.162 1.861
C -6.838 -2.369 -0.220 -2.062
C -6.426 -0.247 -1.442 -1.636
C -4.595 -1.201 -0.043 -0.114
C -3.783 -0.066 0.015 -0.357
C -2.429 -0.243 0.120 0.091
Br -1.288 1.289 0.178 -0.267
C -1.791 -1.491 0.177 0.877
O -0.458 -1.482 0.283 -0.624
C -2.586 -2.636 0.117 -0.607
C -3.971 -2.436 0.008 -0.245
C -2.088 -4.087 0.161 2.266
C -2.697 -4.773 1.390 -1.661
C -2.560 -4.807 -1.110 -1.665
C -0.565 -4.252 0.243 -2.083
H -7.704 -0.112 0.982 0.443
H -6.171 0.742 1.118 0.324
H -6.406 -0.777 1.980 0.374
H -7.910 -2.190 -0.304 0.437
H -6.673 -2.962 0.680 0.395
H -6.535 -2.962 -1.083 0.396
H -7.504 -0.112 -1.541 0.444
H -6.067 -0.777 -2.324 0.372
H -5.969 0.742 -1.436 0.324
H -4.202 0.929 -0.024 0.427
H -4.588 -3.320 -0.038 0.283
H -3.786 -4.767 1.370 0.311
H -2.374 -4.281 2.308 0.378
H -2.370 -5.812 1.429 0.452
H -3.644 -4.817 -1.207 0.309
H -2.219 -5.842 -1.088 0.461
H -2.145 -4.332 -1.999 0.384
H -0.149 -3.817 1.151 0.343
H -0.051 -3.804 -0.607 0.353
H -0.344 -5.321 0.246 0.538
S 2.856 -1.316 1.667 -0.464
C 3.573 -1.603 0.085 1.181
S 2.638 -1.356 -1.381 -0.366
C 4.879 -2.007 0.001 0.456
C 5.684 -2.148 1.170 -0.220
N 6.323 -2.253 2.119 -0.518
C 5.504 -2.221 -1.262 -0.150
N 6.014 -2.392 -2.278 -0.533
C 5.519 2.986 1.013 -1.417
C 4.763 1.787 0.457 0.453
C 5.438 1.229 -0.798 -1.416
Sb 2.689 2.119 0.050 0.752
C 2.679 3.001 -1.901 0.321
C 3.509 4.263 -2.090 -1.282
C 1.239 3.232 -2.346 -1.339
C 1.954 3.654 1.363 0.539
C 2.000 3.112 2.791 -1.373
C 2.555 5.050 1.298 -1.315
H 6.571 2.724 1.143 0.476
H 5.140 3.299 1.987 0.292
H 5.480 3.849 0.347 0.251
H 4.739 0.995 1.213 0.406
H 5.529 1.985 -1.577 0.305
H 4.907 0.380 -1.222 0.276
H 6.449 0.896 -0.554 0.481
H 3.110 2.201 -2.514 0.420
H 3.126 5.097 -1.501 0.189
H 3.480 4.573 -3.137 0.470
H 4.555 4.124 -1.825 0.233
H 0.749 3.994 -1.734 0.292
H 0.630 2.323 -2.295 0.259
H 1.209 3.586 -3.379 0.452
H 0.902 3.719 1.055 0.166
H 3.029 2.988 3.137 0.256
H 1.505 2.137 2.897 0.271
H 1.509 3.802 3.479 0.457
H 3.617 5.048 1.544 0.195
H 2.057 5.698 2.022 0.480
H 2.440 5.512 0.319 0.280
```

Summary:
multiplicity = 1
gap between HOMO and LUMO = 8.0 eV
energy relative to the best compared isomer or geometry (same formula, charge and spin) = 0.5093 eV

=====

# 2
This record from the OMol25 dataset describes a 14-piece molecular cluster, C2H31F2NO16S overall. The level of theory is ωB97M-V with the def2-TZVPD basis set.

The geometry in XYZ format:
```
53
Properties=species:S:1:pos:R:3:mulliken_charge:R:1
O -2.373 -0.470 2.371 -0.626
S -1.928 -1.638 1.697 1.115
O -1.941 -2.892 2.339 -0.603
F -0.489 -1.388 1.190 -0.155
N -2.670 -1.842 0.190 0.213
F -3.974 -2.229 0.557 -0.250
C -2.813 -0.658 -0.665 -0.627
C -1.506 0.046 -1.031 -0.581
O -0.574 -0.721 -1.743 -0.521
H -3.463 0.098 -0.213 0.289
H -3.285 -1.016 -1.575 0.440
H -1.797 0.855 -1.700 0.505
H -1.062 0.523 -0.161 0.364
H -0.157 -1.379 -1.181 0.328
O 2.211 -0.413 -1.137 -0.575
H 2.916 -0.011 -1.653 0.280
H 1.851 0.310 -0.611 0.275
O 0.313 2.276 -0.543 -0.503
H 0.969 2.616 -1.161 0.263
H 0.072 3.029 0.007 0.249
O -1.682 2.303 1.843 -0.663
H -0.992 2.591 2.453 0.335
H -1.830 1.371 2.057 0.353
O -2.710 -2.750 -2.887 -0.524
H -3.102 -3.598 -2.647 0.316
H -2.097 -2.952 -3.599 0.278
O -1.256 4.038 4.271 -0.629
H -1.268 4.367 5.174 0.294
H -2.155 3.730 4.100 0.361
O -4.244 3.114 4.336 -0.631
H -4.823 2.680 4.973 0.336
H -4.756 3.141 3.522 0.298
O -5.317 4.342 6.967 -0.628
H -4.607 4.365 6.315 0.319
H -5.342 5.232 7.330 0.308
O 5.000 0.322 -1.281 -0.640
H 5.500 0.664 -0.534 0.285
H 5.208 -0.623 -1.286 0.333
O 6.889 -2.039 -0.556 -0.609
H 7.402 -1.706 0.187 0.305
H 7.072 -2.983 -0.574 0.304
O -4.032 -5.378 -2.261 -0.654
H -4.052 -5.189 -1.316 0.329
H -4.836 -5.882 -2.420 0.289
O 6.315 2.383 -3.081 -0.636
H 5.905 1.646 -2.607 0.379
H 5.841 2.427 -3.917 0.321
O -0.938 -5.588 -2.454 -0.620
H -0.929 -5.394 -1.512 0.301
H -1.768 -6.059 -2.592 0.311
O 9.440 2.296 -4.415 -0.654
H 8.735 2.585 -3.824 0.337
H 9.132 1.447 -4.743 0.311
```

Summary:
multiplicity = 1
gap between HOMO and LUMO = 10.0 eV

=====

# 3
This record from the OMol25 dataset describes C20H17Cl5CrN3O7S2 as an isolated structure. The level of theory is ωB97M-V with the def2-TZVPD basis set.

The geometry in XYZ format:
```
55
Properties=species:S:1:pos:R:3:mulliken_charge:R:1
Cr -0.504 0.052 -0.839 -0.598
C 5.354 0.775 -5.382 -1.424
C 4.418 1.341 -4.348 1.078
C 4.431 0.871 -3.038 -1.038
C 3.521 1.338 -2.101 -0.099
C 2.584 2.288 -2.479 0.234
C 2.577 2.795 -3.773 -0.470
C 3.494 2.322 -4.695 -0.846
S 1.322 2.865 -1.378 1.120
O 0.243 3.315 -2.203 -0.549
O 1.916 3.768 -0.434 -0.717
N 0.791 1.540 -0.590 0.031
C 1.464 0.949 0.466 0.298
C 2.376 1.497 1.375 -0.621
C 2.889 0.664 2.342 -0.353
C 2.496 -0.674 2.402 -0.746
C 1.575 -1.129 1.491 -0.365
N 1.070 -0.338 0.537 0.225
H 6.111 0.142 -4.922 0.374
H 5.855 1.568 -5.938 0.366
H 4.797 0.168 -6.099 0.255
H 5.158 0.124 -2.745 0.336
H 3.544 0.952 -1.089 0.346
H 1.848 3.548 -4.042 0.494
H 3.473 2.702 -5.710 0.379
H 2.641 2.540 1.296 0.602
H 3.603 1.051 3.058 0.435
H 2.887 -1.343 3.155 0.423
H 1.224 -2.149 1.498 0.584
Cl 0.137 1.919 -7.595 -0.189
C -0.353 1.657 -5.966 0.468
C 0.265 0.677 -5.203 -0.279
Cl 1.502 -0.326 -5.859 -0.150
C -0.155 0.489 -3.900 1.149
Cl 0.673 -0.601 -2.824 -0.038
C -1.210 1.184 -3.321 -0.625
O -1.608 0.923 -2.093 -0.296
C -1.825 2.167 -4.106 0.571
Cl -3.080 3.088 -3.385 -0.167
C -1.379 2.422 -5.395 0.030
Cl -2.094 3.691 -6.307 -0.187
C -2.294 -3.486 3.512 -1.089
S -1.440 -1.912 3.356 0.404
C -2.876 -0.872 3.633 -0.997
O -1.103 -1.793 1.902 -0.538
H -2.897 -3.606 2.613 0.305
H -2.911 -3.490 4.410 0.431
H -1.542 -4.270 3.572 0.338
H -3.086 -0.842 4.702 0.472
H -3.723 -1.257 3.068 0.271
H -2.616 0.121 3.269 0.282
O -3.695 -0.945 0.470 -0.659
N -2.614 -0.634 0.085 1.488
O -1.948 -1.329 -0.773 -0.371
O -2.004 0.417 0.458 -0.378
```

Summary:
<S²> = 0.76
multiplicity = 2
gap between HOMO and LUMO (spin up / spin down) = 7.0 / 7.7 eV
energy relative to the best compared isomer or geometry (same formula, charge and spin) = 0.9624 eV

=====

# 4
This record from the OMol25 dataset describes C21H24I2N5O3PTi as an isolated structure. The level of theory is ωB97M-V with the def2-TZVPD basis set.

The geometry in XYZ format:
```
57
Properties=species:S:1:pos:R:3:mulliken_charge:R:1
Ti 0.097 -0.405 -0.810 0.171
O -3.349 -4.421 -0.571 -0.648
C -3.299 -3.935 0.674 0.387
C -4.184 -4.471 1.611 -0.688
C -4.187 -4.017 2.911 -0.316
C -3.311 -3.008 3.320 -0.889
C -2.436 -2.470 2.408 -0.427
C -2.410 -2.917 1.077 0.190
C -1.452 -2.323 0.159 1.092
O -0.674 -1.335 0.579 -0.773
N -1.340 -2.768 -1.071 -0.937
N -0.337 -2.078 -1.733 0.287
C 0.356 -2.662 -2.650 -0.449
C 1.575 -2.070 -3.151 0.719
C 2.129 -2.530 -4.354 -0.842
C 3.300 -2.000 -4.847 -0.656
C 3.964 -1.014 -4.117 -0.591
C 3.466 -0.573 -2.907 -0.311
C 2.272 -1.086 -2.404 0.394
O 1.788 -0.642 -1.231 -0.640
H -2.632 -4.018 -1.101 0.547
H -4.855 -5.254 1.283 0.456
H -4.873 -4.454 3.625 0.389
H -3.320 -2.659 4.343 0.433
H -1.743 -1.693 2.701 0.516
H 0.046 -3.646 -2.998 0.443
H 1.609 -3.308 -4.900 0.430
H 3.707 -2.349 -5.785 0.417
H 4.888 -0.597 -4.495 0.412
H 3.997 0.167 -2.321 0.449
I -2.768 0.716 -0.913 0.196
C -2.107 1.780 -2.656 -0.912
I -0.010 1.324 -3.205 0.184
H -2.152 2.847 -2.480 0.454
H -2.701 1.472 -3.506 0.506
C -0.146 4.047 2.506 -0.946
N 0.499 4.315 1.222 0.162
C 1.950 4.291 1.405 -0.943
N 2.434 3.040 1.983 0.167
C 1.739 2.802 3.247 -0.879
N 0.284 2.788 3.110 0.174
C -0.181 1.638 2.354 -1.153
P 0.498 1.623 0.614 2.248
C 0.064 3.394 0.188 -0.983
C 2.285 1.925 1.064 -1.285
H -1.229 4.031 2.370 0.380
H 0.108 4.857 3.190 0.290
H 2.222 5.106 2.076 0.289
H 2.437 4.455 0.442 0.382
H 2.007 3.603 3.938 0.291
H 2.072 1.853 3.669 0.387
H -1.273 1.643 2.311 0.397
H 0.131 0.717 2.851 0.403
H -1.021 3.474 0.069 0.355
H 0.535 3.660 -0.761 0.449
H 2.852 2.121 0.150 0.393
H 2.683 1.014 1.516 0.429
```

Summary:
<S²> = 0.76
multiplicity = 2
charge = +1
gap between HOMO and LUMO (spin up / spin down) = 6.6 / 6.7 eV
energy relative to the best compared isomer or geometry (same formula, charge and spin) = 0.9954 eV

=====

# 5
This record from the OMol25 dataset describes an isolated ion of composition C5H10NO2 and charge -1. The level of theory is ωB97M-V with the def2-TZVPD basis set.

The geometry in XYZ format:
```
18
Properties=species:S:1:pos:R:3:mulliken_charge:R:1
C -2.292 -2.023 1.182 -1.054
C -1.265 -1.485 0.200 -0.194
C -0.165 -0.723 0.969 0.353
O -0.001 -0.772 2.214 -0.713
N 0.686 0.106 0.265 -0.050
C 0.540 0.672 -1.038 -0.441
C 1.533 1.916 -1.277 -0.467
O 1.242 2.473 -2.382 -0.818
H -2.983 -1.188 1.468 0.264
H -1.699 -2.504 1.983 0.291
H -2.962 -2.852 0.708 0.293
H -1.905 -0.776 -0.567 0.197
H -0.875 -2.339 -0.400 0.252
H 1.670 0.311 0.571 0.274
H 0.535 -0.143 -1.749 0.279
H -0.559 0.970 -1.183 0.202
H 2.582 1.437 -1.153 0.126
H 1.365 2.588 -0.409 0.207
```

Summary:
multiplicity = 1
charge = -1
gap between HOMO and LUMO = 6.2 eV
energy relative to the best compared isomer or geometry (same formula, charge and spin) = 2.9728 eV

=====

# 6
This record from the OMol25 dataset describes C3H7N3S2 as an isolated structure. The level of theory is ωB97M-V with the def2-TZVPD basis set.

The geometry in XYZ format:
```
15
Properties=species:S:1:pos:R:3:mulliken_charge:R:1
C -1.428 0.705 -2.053 -0.654
C 0.222 -1.021 0.146 0.329
C 0.583 2.982 0.629 -0.277
H -1.795 1.544 -1.124 0.152
H -2.236 -0.056 -2.188 0.303
H -1.262 1.492 -2.914 0.287
H 0.563 1.029 -1.533 0.440
H 0.538 -1.617 -1.718 0.194
H 0.850 3.765 0.013 0.312
H -0.018 3.340 1.554 0.181
N -0.074 0.268 -1.898 -0.521
N 0.201 -0.841 -1.217 -0.042
N 0.668 1.655 0.254 -0.385
S 0.145 -2.386 1.048 -0.345
S -0.049 0.319 1.177 0.025
```

Summary:
multiplicity = 1
gap between HOMO and LUMO = 8.3 eV
energy relative to the best compared isomer or geometry (same formula, charge and spin) = 4.3812 eV

=====

# 7
This record from the OMol25 dataset describes a 2-piece molecular cluster, C4H6ClN3O overall. The level of theory is ωB97M-V with the def2-TZVPD basis set.

The geometry in XYZ format:
```
15
Properties=species:S:1:pos:R:3:mulliken_charge:R:1
H -0.489 1.308 -0.768 0.229
N -1.262 0.723 -0.756 -0.614
C -1.433 0.405 0.450 0.529
N -0.898 0.830 1.595 -0.395
Cl -2.797 -0.639 0.830 -0.214
H -0.077 1.545 1.512 0.242
H -1.497 1.188 2.362 0.245
C 0.080 -1.793 -0.539 -0.781
C 0.995 -1.583 0.461 0.004
N 0.849 -2.093 1.757 -0.256
C 0.183 -2.639 2.578 0.492
O -0.183 -3.276 3.444 -0.398
H 0.337 -1.659 -1.593 0.256
H -0.757 -2.466 -0.341 0.292
H 1.871 -0.931 0.425 0.370
```

Summary:
multiplicity = 1
gap between HOMO and LUMO = 9.3 eV
energy relative to the best compared isomer or geometry (same formula, charge and spin) = 1.5365 eV

=====

# 8
This record from the OMol25 dataset describes a 6-piece molecular cluster, C25H34IN8O overall. The level of theory is ωB97M-V with the def2-TZVPD basis set.

The geometry in XYZ format:
```
69
Properties=species:S:1:pos:R:3:mulliken_charge:R:1
N -2.437 -1.359 -2.013 -0.469
C -1.415 -1.734 -1.652 0.576
O -0.236 -2.098 -1.225 -0.222
N 0.762 -1.657 -2.202 0.025
C 1.960 -2.434 -1.924 -0.473
C 2.252 -2.467 -0.433 -0.711
N 2.079 -1.089 0.193 0.012
C 1.811 0.104 -0.709 -0.411
I 0.791 1.543 0.509 0.161
C 0.998 -0.250 -1.985 -0.876
H 2.763 -1.925 -2.466 0.268
H 1.900 -3.455 -2.302 0.258
H 1.530 -3.110 0.070 0.285
H 3.245 -2.859 -0.214 0.481
H 1.317 -1.135 0.877 0.396
H 2.916 -0.869 0.735 0.375
H 2.755 0.570 -0.976 0.522
H 0.053 0.293 -2.017 0.518
H 1.576 0.081 -2.852 0.298
N -2.902 3.070 -1.267 0.149
C -1.818 3.910 -1.307 -0.734
C -2.284 5.187 -1.476 0.067
C -3.700 5.116 -1.540 -0.759
C -4.050 3.800 -1.409 -0.418
H -2.871 2.072 -1.159 0.160
H -0.814 3.534 -1.216 0.312
H -1.682 6.077 -1.551 0.426
H -4.382 5.940 -1.671 0.401
H -5.015 3.322 -1.406 0.386
N -2.104 -0.889 3.709 0.017
C -2.086 -0.612 2.367 -0.512
C -2.945 -1.484 1.748 -0.154
C -3.495 -2.321 2.756 -0.632
C -2.953 -1.930 3.951 -0.802
H -1.574 -0.406 4.412 0.209
H -1.461 0.169 1.969 0.307
H -3.172 -1.509 0.696 0.540
H -4.209 -3.115 2.617 0.469
H -3.101 -2.303 4.950 0.535
N -0.348 8.990 -1.556 0.014
C -0.153 10.129 -2.290 -0.484
C -1.157 11.005 -1.976 -0.397
C -1.991 10.369 -1.016 -0.451
C -1.466 9.127 -0.778 -0.442
H 0.241 8.179 -1.587 0.196
H 0.678 10.221 -2.967 0.371
H -1.282 11.992 -2.388 0.389
H -2.874 10.778 -0.554 0.404
H -1.792 8.337 -0.123 0.400
N -1.381 -5.734 4.627 0.026
C -0.789 -4.554 4.986 -0.439
C 0.037 -4.807 6.049 -0.507
C -0.062 -6.194 6.343 -0.423
C -0.945 -6.737 5.449 -0.489
H -2.044 -5.844 3.882 0.210
H -1.009 -3.643 4.457 0.433
H 0.642 -4.079 6.566 0.403
H 0.451 -6.729 7.124 0.393
H -1.301 -7.746 5.333 0.389
N 5.511 -4.190 -2.624 0.013
C 5.700 -4.096 -3.976 -0.558
C 4.703 -4.804 -4.592 -0.422
C 3.882 -5.358 -3.572 -0.303
C 4.404 -4.961 -2.369 -0.773
H 6.113 -3.786 -1.931 0.212
H 6.530 -3.547 -4.385 0.425
H 4.585 -4.930 -5.655 0.421
H 3.019 -5.988 -3.708 0.474
H 4.097 -5.179 -1.359 0.536
```

Summary:
multiplicity = 1
charge = +1
gap between HOMO and LUMO = 5.4 eV

=====

Maximum force, record by record: 1.08; 0.96; 1.61; 2.80; 3.10; 7.33; 5.22; 0.57 eV/A